# 1
Here is a cluster of 2 separate species, CH6N2O2S in total in a non-equilibrium geometry from the OMol25 dataset. Energies are from ωB97M-V with the def2-TZVPD basis set.

Properties
Structure (SMILES) = N[SH](=O)=O.C=N
E_tot = -699.7953 a.u.
Energy above the lowest of the compared OMol25 structures with the same formula, charge and spin = 1.4973 eV
Orbital gap = 10.22 eV
Lowest unoccupied orbital energy = 0.48 eV
Largest force on an atom = 3.54 eV Å⁻¹

The geometry in ORCA input format:
```
! wB97M-V def2-TZVPD RIJCOSX def2/J DEFGRID3
* xyz 0 1
N 1.78 0.25 -1.94
S 0.50 -0.32 -1.03
O -0.42 -1.13 -1.80
O 1.02 -0.88 0.21
H 1.94 -0.04 -2.92
H 2.57 0.69 -1.50
H -0.24 0.88 -0.62
C -1.05 0.18 1.89
N -2.22 0.31 1.47
H -0.74 -0.51 2.77
H -0.19 0.67 1.51
H -2.95 -0.11 1.95
*
```

---

# 2
Here is a structure of composition C31H36Cl3N9O3Sn from the OMol25 dataset. Energies are from ωB97M-V with the def2-TZVPD basis set.

Properties
E_tot = -3516.3382 a.u.
Orbital gap = 7.36 eV
Lowest unoccupied orbital energy = -0.34 eV
Largest force on an atom = 0.46 eV Å⁻¹

The geometry in ORCA input format:
```
! wB97M-V def2-TZVPD RIJCOSX def2/J DEFGRID3
* xyz 0 1
Sn 0.66 0.09 -0.19
Cl 6.23 4.55 2.32
C 4.75 3.79 1.81
C 3.82 4.53 1.07
C 2.65 3.94 0.65
C 2.35 2.58 0.91
O 1.23 2.09 0.48
C 3.29 1.87 1.72
C 3.00 0.58 2.28
N 2.03 -0.18 1.93
C 1.76 -1.36 2.65
C 2.70 -2.24 3.09
C 2.32 -3.38 3.84
C 1.01 -3.62 4.13
C 0.01 -2.75 3.66
C -1.37 -2.94 3.90
C -2.28 -2.08 3.37
C -1.82 -1.01 2.57
N -0.55 -0.78 2.34
C 0.37 -1.63 2.88
C 4.47 2.50 2.15
H 4.03 5.56 0.84
H 1.93 4.51 0.09
H 3.62 0.29 3.13
H 3.74 -2.08 2.85
H 3.09 -4.07 4.17
H 0.72 -4.48 4.72
H -1.69 -3.78 4.51
H -3.34 -2.20 3.55
H -2.52 -0.33 2.11
H 5.17 1.94 2.76
C -4.66 -2.76 -1.02
N -3.43 -3.52 -0.87
C -3.53 -4.70 -0.02
C -2.08 -5.13 0.13
N -1.36 -3.89 -0.09
C 0.05 -3.99 -0.39
C -2.15 -2.98 -0.79
N -1.66 -1.90 -1.26
C -2.42 -1.01 -2.10
C -1.61 0.21 -2.52
N -1.46 1.12 -1.39
C -1.42 2.40 -1.53
N -1.15 3.21 -2.61
C -1.27 2.86 -4.01
C -1.30 4.61 -2.26
C -1.20 4.57 -0.74
N -1.68 3.23 -0.46
C -1.72 2.75 0.90
H -5.48 -3.48 -1.08
H -4.66 -2.18 -1.94
H -4.85 -2.10 -0.17
H -4.16 -5.46 -0.49
H -3.98 -4.44 0.95
H -1.81 -5.88 -0.62
H -1.87 -5.53 1.12
H 0.59 -4.35 0.48
H 0.43 -3.02 -0.67
H 0.22 -4.69 -1.22
H -3.32 -0.63 -1.61
H -2.72 -1.53 -3.02
H -2.17 0.67 -3.33
H -0.63 -0.11 -2.91
H -0.68 1.97 -4.25
H -0.86 3.68 -4.59
H -2.31 2.71 -4.32
H -2.26 5.00 -2.59
H -0.50 5.20 -2.72
H -1.83 5.32 -0.26
H -0.17 4.71 -0.39
H -2.31 3.44 1.50
H -0.73 2.65 1.34
H -2.21 1.78 0.90
N 3.58 -1.45 -1.66
C 2.93 -1.85 -0.79
H 3.82 -0.74 -2.41
Cl 4.62 3.34 -2.72
C 2.95 2.79 -2.90
Cl 2.32 3.28 -4.50
C 2.83 1.25 -2.77
O 3.77 0.58 -3.21
O 1.75 0.83 -2.27
H 2.34 3.27 -2.15
*
```

---

# 3
Here is a structure of composition C32H52BN4P2PdS2 from the OMol25 dataset. Energies are from ωB97M-V with the def2-TZVPD basis set.

Properties
E_tot = -3101.5040 a.u.
Energy above the lowest of the compared OMol25 structures with the same formula, charge and spin = 0.0000 eV
Orbital gap = 3.70 eV
Lowest unoccupied orbital energy = 2.24 eV
Largest force on an atom = 0.42 eV Å⁻¹

The geometry in ORCA input format:
```
! wB97M-V def2-TZVPD RIJCOSX def2/J DEFGRID3
* xyz -1 1
Pd 0.09 -0.83 0.53
C -2.47 -3.78 0.34
C -3.10 -2.41 0.58
C -3.24 -1.72 -0.79
C -4.50 -2.61 1.17
P -1.85 -1.34 1.54
C -2.75 0.32 1.49
N -2.08 1.21 0.56
B -0.72 1.00 0.00
N -0.55 2.27 -0.74
C 0.60 2.79 -1.45
P 2.08 1.68 -1.42
C 1.86 0.70 -3.04
C 0.39 0.28 -3.16
C 2.22 1.41 -4.34
C 2.71 -0.56 -2.88
C 3.41 3.02 -1.72
C 3.14 4.13 -2.74
C 4.73 2.32 -2.05
C 3.59 3.67 -0.34
C -1.65 3.09 -0.60
C -1.92 4.36 -1.10
C -3.13 4.97 -0.78
C -4.06 4.32 0.03
C -3.80 3.04 0.54
C -2.61 2.43 0.21
C -2.12 -1.72 3.40
C -3.46 -1.36 4.06
C -1.84 -3.20 3.65
C -1.01 -0.92 4.09
H -3.02 -4.33 -0.44
H -2.47 -4.40 1.24
H -1.43 -3.67 0.02
H -3.81 -2.36 -1.47
H -2.26 -1.51 -1.22
H -3.77 -0.77 -0.71
H -5.15 -3.09 0.42
H -4.97 -1.67 1.46
H -4.47 -3.26 2.04
H -2.72 0.76 2.50
H -3.81 0.20 1.24
H 0.91 3.74 -1.00
H 0.33 3.04 -2.49
H -0.27 1.13 -3.36
H 0.05 -0.19 -2.23
H 0.29 -0.42 -4.00
H 1.62 2.31 -4.48
H 2.01 0.74 -5.18
H 3.27 1.69 -4.41
H 2.40 -1.09 -1.97
H 3.77 -0.33 -2.80
H 2.57 -1.23 -3.74
H 3.12 3.77 -3.76
H 3.94 4.89 -2.68
H 2.20 4.65 -2.55
H 4.74 1.87 -3.05
H 4.93 1.53 -1.33
H 5.56 3.04 -2.01
H 2.70 4.21 -0.01
H 4.41 4.39 -0.38
H 3.82 2.91 0.41
H -1.19 4.87 -1.72
H -3.35 5.96 -1.16
H -4.99 4.81 0.27
H -4.53 2.55 1.17
H -4.27 -2.01 3.74
H -3.76 -0.33 3.87
H -3.37 -1.47 5.15
H -2.66 -3.83 3.32
H -1.69 -3.39 4.73
H -0.93 -3.52 3.13
H -1.13 0.16 3.95
H -0.04 -1.20 3.67
H -1.01 -1.12 5.17
C 2.16 0.93 2.94
C 2.71 -0.41 2.61
N 2.12 -1.21 1.78
C 2.81 -2.38 1.60
C 3.96 -2.48 2.31
S 4.18 -1.06 3.25
C 2.27 -3.32 0.61
C 2.59 -4.63 0.45
S 1.74 -5.26 -0.90
C 1.02 -3.71 -1.17
N 1.36 -2.82 -0.29
C 0.07 -3.44 -2.29
H 1.52 1.22 2.10
H 2.96 1.67 3.09
H 1.55 0.89 3.84
H 4.68 -3.28 2.30
H 3.25 -5.23 1.05
H 0.50 -3.71 -3.25
H -0.14 -2.37 -2.27
H -0.87 -3.98 -2.16
*
```

---

# 4
Here is a structure of composition C20H26AsF3N3NiOS6Sb from the OMol25 dataset. Energies are from ωB97M-V with the def2-TZVPD basis set.

Properties
E_tot = -7690.4514 a.u.
Energy above the lowest of the compared OMol25 structures with the same formula, charge and spin = 1.5577 eV
Orbital gap (spin up / spin down) = 4.60 / 4.59 eV
Lowest unoccupied orbital energy (spin up / spin down) = 3.85 / 3.85 eV
Largest force on an atom = 0.55 eV Å⁻¹

The geometry in ORCA input format:
```
! wB97M-V def2-TZVPD RIJCOSX def2/J DEFGRID3
* xyz -2 1
Ni 1.42 -0.24 0.18
F 3.64 -3.09 -3.60
C 2.39 -3.53 -3.49
F 2.40 -4.81 -3.94
F 1.65 -2.84 -4.38
C 1.84 -3.45 -2.10
C 1.28 -4.58 -1.52
C 0.70 -4.50 -0.26
C 0.68 -3.27 0.38
N 1.24 -2.20 -0.17
C 1.82 -2.24 -1.38
S 2.47 -0.70 -1.83
H 1.30 -5.52 -2.05
H 0.26 -5.37 0.22
H 0.23 -3.13 1.35
S 1.73 2.05 5.03
As 1.42 0.03 4.39
S 1.84 1.72 1.07
S 0.52 0.53 2.06
S -0.49 -0.72 5.02
C -1.84 3.79 -3.08
C -1.28 2.38 -3.01
C -0.52 2.11 -1.71
N -1.41 2.10 -0.56
C -1.91 1.00 0.00
S -1.63 -0.54 -0.51
N -2.77 1.26 1.08
C -3.66 2.30 1.22
O -4.09 2.65 2.29
C -4.18 2.93 -0.06
C -4.54 4.27 -0.03
C -5.12 4.86 -1.14
C -5.37 4.10 -2.27
C -5.04 2.75 -2.30
C -4.43 2.17 -1.19
H -2.40 3.96 -4.01
H -1.03 4.53 -3.05
H -2.52 4.00 -2.25
H -0.61 2.19 -3.84
H -2.10 1.65 -3.07
H 0.23 2.89 -1.53
H 0.00 1.16 -1.76
H -1.44 2.94 0.01
H -2.62 0.68 1.90
H -4.36 4.84 0.88
H -5.39 5.91 -1.12
H -5.83 4.56 -3.14
H -5.23 2.15 -3.18
H -4.17 1.12 -1.21
C 4.60 -4.44 3.04
Sb 3.16 -2.82 3.42
C 4.49 -1.94 4.86
C 3.90 -1.68 1.75
H 5.56 -4.03 2.71
H 4.22 -5.13 2.27
H 4.76 -5.01 3.96
H 5.51 -2.25 4.65
H 4.21 -2.22 5.87
H 4.40 -0.85 4.77
H 4.73 -1.05 2.09
H 3.15 -1.04 1.30
H 4.25 -2.36 0.97
*
```

---

# 5
Here is a cluster of 2 separate species, C8H7BrNO4S in total in a non-equilibrium geometry from the OMol25 dataset. Energies are from ωB97M-V with the def2-TZVPD basis set.

Properties
E_tot = -3636.8226 a.u.
Energy above the lowest of the compared OMol25 structures with the same formula, charge and spin = 0.0000 eV
Orbital gap (spin up / spin down) = 6.53 / 6.25 eV
Lowest unoccupied orbital energy (spin up / spin down) = 2.65 / 1.02 eV
Largest force on an atom = 4.71 eV Å⁻¹
<S²> = 2.02

The geometry in ORCA input format:
```
! wB97M-V def2-TZVPD RIJCOSX def2/J DEFGRID3
* xyz -1 3
C 1.09 -0.68 -1.08
C 1.37 -0.49 0.25
C -0.08 0.39 2.20
C 2.56 -1.24 1.01
C -1.52 0.23 1.95
C -0.20 -0.48 -1.73
C -1.16 -0.73 0.82
C 0.10 1.96 -2.08
N 0.20 -0.27 1.07
O 3.64 -0.71 1.26
O 0.60 0.96 3.01
O 2.09 -2.40 1.05
O -2.79 -1.21 -1.19
S -1.75 -0.21 -0.83
Br -1.38 3.06 -2.49
H 1.87 -0.89 -1.94
H -2.24 -0.11 2.72
H -2.01 1.11 1.56
H -0.34 -0.87 -2.71
H -1.40 -1.73 0.90
H 0.89 2.30 -2.80
H 0.46 1.98 -0.96
*
```

---

# 6
Here is the ion CH4FN2O with charge +1 in a non-equilibrium geometry from the OMol25 dataset. Energies are from ωB97M-V with the def2-TZVPD basis set.

Properties
Structure (SMILES) = [NH2+]=C(F)NO
E_tot = -324.7818 a.u.
Energy above the lowest of the compared OMol25 structures with the same formula, charge and spin = 0.5247 eV
Orbital gap = 11.98 eV
Lowest unoccupied orbital energy = -3.73 eV
Largest force on an atom = 3.76 eV Å⁻¹

The geometry in ORCA input format:
```
! wB97M-V def2-TZVPD RIJCOSX def2/J DEFGRID3
* xyz 1 1
N -0.54 1.09 -0.64
C -0.51 0.19 0.30
F -1.51 0.38 1.07
N 0.44 -0.72 0.59
O 1.47 -0.85 -0.29
H -0.10 1.34 -1.61
H -1.32 1.75 -0.45
H 0.41 -1.41 1.33
H 1.65 -1.77 -0.28
*
```

---

# 7
Here is a cluster of 9 separate species, C28H66N8O10 in total in a non-equilibrium geometry from the OMol25 dataset. Energies are from ωB97M-V with the def2-TZVPD basis set.

Properties
Structure (SMILES) = CN(C)C=O.CN(C)C=O.CN(C)C=O.CN(C)C=O.CN(C)C=O.CN(C)C=O.CN(C)C=O.CN(C)C=O.COCCOC
E_tot = -2296.7622 a.u.
Energy above the lowest of the compared OMol25 structures with the same formula, charge and spin = 2.8297 eV
Orbital gap = 9.20 eV
Lowest unoccupied orbital energy = 0.24 eV
Largest force on an atom = 3.34 eV Å⁻¹

The geometry in ORCA input format:
```
! wB97M-V def2-TZVPD RIJCOSX def2/J DEFGRID3
* xyz 0 1
C -2.55 5.46 0.75
N -2.58 4.89 -0.60
C -1.75 3.77 -0.75
C -3.18 5.52 -1.58
O -3.19 5.11 -2.74
H -2.86 6.51 0.78
H -1.51 5.51 1.09
H -3.12 4.82 1.42
H -0.69 4.05 -0.81
H -1.97 3.15 0.12
H -1.90 3.14 -1.63
H -3.64 6.49 -1.29
C 0.05 -4.39 -3.46
N 0.98 -4.42 -2.30
C 0.59 -5.31 -1.13
C 2.00 -3.54 -2.22
O 2.81 -3.58 -1.34
H -0.86 -3.83 -3.24
H -0.18 -5.39 -3.81
H 0.52 -4.01 -4.37
H -0.36 -5.00 -0.71
H 0.37 -6.34 -1.42
H 1.32 -5.30 -0.32
H 2.13 -2.86 -3.07
C -0.82 -0.32 -0.47
N 0.53 0.20 0.03
C 1.77 -0.22 -0.70
C 0.54 1.22 0.93
O -0.46 1.72 1.45
H -0.66 -1.38 -0.68
H -1.05 0.10 -1.45
H -1.61 -0.08 0.24
H 2.64 0.28 -0.26
H 2.02 -1.26 -0.50
H 1.66 0.09 -1.74
H 1.55 1.61 1.11
C -3.26 1.15 2.88
N -4.13 -0.04 2.82
C -4.15 -0.86 4.02
C -4.84 -0.37 1.68
O -5.35 -1.51 1.52
H -3.20 1.76 3.78
H -3.39 1.81 2.02
H -2.24 0.77 2.92
H -3.20 -1.39 4.05
H -4.25 -0.24 4.91
H -4.89 -1.66 4.01
H -5.10 0.53 1.10
C -3.05 -1.17 -3.40
N -4.09 -0.11 -3.28
C -3.88 0.88 -2.28
C -5.34 -0.36 -3.74
O -6.36 0.26 -3.51
H -2.08 -0.66 -3.35
H -3.11 -1.95 -4.15
H -3.03 -1.69 -2.44
H -3.63 0.41 -1.33
H -2.95 1.42 -2.49
H -4.64 1.65 -2.17
H -5.37 -1.26 -4.38
C 2.68 -3.42 2.14
N 2.05 -2.38 2.92
C 2.73 -1.03 3.00
C 0.95 -2.68 3.66
O 0.39 -1.88 4.35
H 3.58 -3.75 2.65
H 2.91 -2.97 1.17
H 2.09 -4.33 1.99
H 3.51 -0.87 2.25
H 2.13 -0.13 2.93
H 3.27 -0.81 3.92
H 0.58 -3.70 3.44
C -0.05 1.42 5.19
N 0.56 2.78 5.42
C 1.99 2.76 5.42
C -0.16 3.84 5.79
O 0.33 4.85 6.26
H 0.20 0.99 4.22
H -1.13 1.32 5.31
H 0.36 0.77 5.96
H 2.42 3.29 4.57
H 2.30 3.30 6.31
H 2.40 1.75 5.35
H -1.25 3.68 5.76
C 5.27 1.52 3.19
N 5.77 0.62 2.20
C 6.37 -0.57 2.72
C 5.58 0.87 0.82
O 5.08 1.86 0.35
H 4.49 1.06 3.81
H 5.08 2.56 2.91
H 6.11 1.68 3.86
H 6.82 -1.13 1.90
H 7.15 -0.36 3.45
H 5.61 -1.27 3.07
H 5.87 0.00 0.21
C 2.68 -0.68 -5.29
O 1.33 -1.04 -5.49
C 0.55 0.09 -5.38
C -0.66 -0.14 -6.25
O -1.57 -1.09 -5.64
C -1.56 -2.37 -6.26
H 2.74 -0.14 -4.35
H 3.09 -0.06 -6.09
H 3.21 -1.61 -5.07
H 1.01 0.87 -5.99
H 0.27 0.38 -4.36
H -0.30 -0.51 -7.20
H -1.26 0.76 -6.38
H -1.62 -2.20 -7.34
H -2.40 -2.91 -5.83
H -0.57 -2.78 -6.07
*
```

---

# 8
Here is a structure of composition C7H22N10O11Pb2 in a non-equilibrium geometry from the OMol25 dataset. Energies are from ωB97M-V with the def2-TZVPD basis set.

Properties
E_tot = -2040.5955 a.u.
Energy above the lowest of the compared OMol25 structures with the same formula, charge and spin = 0.0000 eV
Orbital gap = 5.37 eV
Lowest unoccupied orbital energy = -8.51 eV
Largest force on an atom = 3.07 eV Å⁻¹

The geometry in ORCA input format:
```
! wB97M-V def2-TZVPD RIJCOSX def2/J DEFGRID3
* xyz 2 1
Pb 1.34 -1.92 4.19
Pb 0.65 -3.77 -0.73
O -0.91 1.38 5.34
C -0.40 0.31 4.75
O 0.56 0.41 3.92
O -0.81 -0.83 5.10
H -1.65 0.98 5.83
O 0.10 0.44 1.03
C 0.70 -0.77 0.87
O 0.43 -1.42 -0.16
O 1.39 -1.18 1.86
H 0.46 0.47 1.95
C -3.45 0.19 -0.42
O -4.23 0.37 -1.33
N -2.52 1.12 -0.03
N -3.28 -1.06 0.14
H -2.44 1.91 -0.66
H -1.68 0.82 0.43
H -2.80 -1.16 1.02
H -3.97 -1.77 -0.02
C 0.94 3.50 1.30
O 1.39 4.01 0.28
N 1.74 2.69 2.05
N -0.35 3.66 1.72
H 2.70 2.68 1.73
H 1.40 2.11 2.80
H -0.74 2.95 2.33
H -0.93 4.39 1.36
C -0.13 1.71 -2.86
O -0.40 1.46 -4.03
N -0.54 2.90 -2.33
N 0.57 0.86 -2.06
H -1.27 3.39 -2.82
H -0.20 3.30 -1.46
H 0.95 0.05 -2.53
H 0.55 0.85 -1.07
C 4.13 -2.68 -0.48
O 3.08 -3.33 -0.74
N 5.31 -2.98 -1.04
N 4.04 -1.51 0.19
H 5.28 -3.55 -1.87
H 6.09 -2.36 -0.90
H 3.19 -1.29 0.68
H 4.79 -0.84 0.24
C -2.05 -2.36 -2.69
O -1.22 -3.08 -2.08
N -1.74 -1.12 -3.09
N -3.28 -2.80 -3.05
H -1.01 -0.67 -2.56
H -2.29 -0.49 -3.64
H -3.75 -2.36 -3.82
H -3.72 -3.60 -2.65
*
```